Molecular formula: C15H33N5O9
Method: DFT, ωB97M-V/def2-TZVPD

* SMILES: COC(=O)OCON=O.CNC(C)=O.CNC(C)=O.CNC(C)=O.CNC(C)=O
* E_HOMO: -8.62 eV
* spin multiplicity: 1
* LUMO level: 0.09 eV
* net charge: 0

Geometry (Å):
C: 3.276 0.518 -2.931
O: 2.717 1.379 -3.966
C: 1.341 1.073 -4.204
O: 0.679 2.000 -4.747
O: 0.776 -0.188 -3.907
C: -0.657 -0.123 -3.809
O: -1.096 0.510 -2.570
N: -2.053 1.447 -2.928
O: -1.750 2.465 -2.377
H: 2.535 0.178 -2.138
H: 4.081 1.143 -2.388
H: 3.852 -0.366 -3.395
H: -1.029 -1.224 -3.751
H: -1.172 0.316 -4.735
C: 0.458 2.293 -0.095
C: 1.385 1.395 0.680
O: 2.535 1.169 0.310
N: 0.913 0.829 1.819
C: -0.400 0.973 2.412
H: 0.972 2.672 -0.979
H: -0.419 1.733 -0.420
H: 0.159 3.144 0.521
H: 1.588 0.240 2.287
H: -0.277 1.383 3.415
H: -0.852 -0.019 2.482
H: -1.046 1.626 1.832
C: 1.964 -3.798 4.441
C: 2.145 -2.307 4.336
O: 1.196 -1.543 4.219
N: 3.414 -1.817 4.376
C: 4.654 -2.552 4.508
H: 0.902 -4.038 4.395
H: 2.468 -4.296 3.610
H: 2.359 -4.158 5.393
H: 3.459 -0.810 4.300
H: 5.167 -2.202 5.407
H: 5.274 -2.339 3.635
H: 4.490 -3.625 4.581
C: -0.549 5.390 3.155
C: -1.863 4.656 3.098
O: -1.961 3.474 3.398
N: -2.962 5.351 2.696
C: -3.048 6.741 2.304
H: 0.232 4.708 3.492
H: -0.282 5.760 2.163
H: -0.614 6.219 3.864
H: -3.806 4.795 2.682
H: -3.754 7.243 2.968
H: -3.425 6.787 1.280
H: -2.084 7.244 2.356
C: -1.499 -5.402 -3.284
C: -1.692 -4.373 -4.365
O: -0.926 -3.428 -4.509
N: -2.760 -4.517 -5.196
C: -3.768 -5.556 -5.186
H: -0.610 -5.155 -2.703
H: -2.361 -5.407 -2.612
H: -1.359 -6.390 -3.727
H: -2.825 -3.791 -5.896
H: -3.749 -6.062 -6.153
H: -4.744 -5.086 -5.047
H: -3.601 -6.283 -4.395

Mulliken atomic charge list, values in e, 5 entries:
1. C -0.50
2. O -0.30
3. C 0.73
4. O -0.56
5. O -0.24

Molecular formula: C15H33N9O18
Method: DFT, ωB97M-V/def2-TZVPD

* E_HOMO: -7.93 eV
* spin multiplicity: 1
* LUMO level: -2.24 eV
* net charge: 0

Geometry (Å):
C: 1.356 -0.746 -1.049
N: 2.739 -1.321 -1.272
O: 3.386 -0.915 -2.239
O: 3.149 -2.139 -0.474
H: 0.827 -0.986 -1.972
H: 1.427 0.308 -0.780
H: 0.845 -1.336 -0.289
C: -0.369 0.049 -3.450
N: -1.076 -1.194 -3.901
O: -0.988 -2.206 -3.184
O: -1.657 -1.074 -4.962
H: -0.809 0.871 -4.014
H: 0.678 0.055 -3.754
H: -0.460 0.254 -2.383
C: 1.798 -2.735 1.085
N: 0.795 -3.148 2.094
O: 0.277 -4.262 1.907
O: 0.501 -2.356 3.032
H: 1.979 -1.660 1.065
H: 1.274 -2.974 0.160
H: 2.717 -3.317 1.151
C: -2.319 0.487 1.943
N: -2.929 1.520 1.071
O: -2.203 2.204 0.363
O: -4.168 1.695 1.134
H: -1.294 0.780 2.170
H: -2.420 -0.494 1.478
H: -2.929 0.653 2.831
C: -3.078 2.188 -1.392
N: -3.157 1.168 -2.472
O: -2.149 0.498 -2.723
O: -4.270 1.012 -2.920
H: -2.816 3.140 -1.854
H: -2.254 1.850 -0.765
H: -4.015 2.248 -0.838
C: 1.665 2.328 -1.336
N: 0.814 1.358 -2.100
O: 1.333 0.580 -2.905
O: -0.411 1.554 -2.073
H: 2.644 1.853 -1.288
H: 1.246 2.671 -0.390
H: 1.777 3.251 -1.904
C: -2.380 -1.902 -1.400
N: -3.592 -1.084 -1.258
O: -4.542 -1.305 -2.002
O: -3.564 -0.221 -0.365
H: -2.479 -2.698 -2.138
H: -2.446 -2.450 -0.460
H: -1.481 -1.312 -1.580
C: 3.484 -2.107 3.633
N: 3.277 -1.537 2.276
O: 4.122 -1.716 1.433
O: 2.306 -0.840 2.027
H: 2.642 -1.784 4.246
H: 4.401 -1.888 4.179
H: 3.505 -3.191 3.520
C: 1.987 4.117 2.387
N: 1.293 2.852 2.112
O: 1.601 1.879 2.816
O: 0.612 2.807 1.105
H: 2.224 4.704 1.499
H: 2.953 3.874 2.831
H: 1.300 4.635 3.056
C: 0.322 -0.691 1.967
C: 0.387 0.644 1.654
C: -0.132 1.153 0.489
C: -0.820 0.330 -0.409
C: -0.911 -1.032 -0.117
C: -0.359 -1.518 1.082
H: 0.738 -1.169 2.842
H: 0.910 1.228 2.398
H: -0.024 2.203 0.260
H: -1.240 0.672 -1.343
H: -1.211 -1.788 -0.828
H: -0.337 -2.579 1.285

Mulliken atomic charge list, values in e, 5 entries:
1. C 1.15
2. N 1.28
3. O -0.78
4. O -0.59
5. H 0.66

Molecular formula: C15H33O8P
Method: DFT, ωB97M-V/def2-TZVPD

* SMILES: COP(=O)(OC)OC.CC(C)=O.CC(C)=O.CC(C)=O.CC(C)=O
* E_HOMO: -9.11 eV
* spin multiplicity: 1
* LUMO level: 0.26 eV
* net charge: 0

Geometry (Å):
C: -3.812 -6.803 1.448
C: -4.133 -5.464 2.089
O: -4.801 -5.442 3.171
C: -4.002 -4.191 1.266
H: -4.548 -7.132 0.816
H: -3.639 -7.539 2.238
H: -2.915 -6.872 0.667
H: -4.782 -4.196 0.625
H: -3.009 -3.994 0.827
H: -4.336 -3.316 2.155
C: -2.358 -1.293 -1.251
C: -1.497 -0.514 -0.174
O: -1.264 0.602 -0.313
C: -1.048 -1.455 0.949
H: -3.161 -1.888 -1.058
H: -1.610 -2.063 -1.808
H: -2.727 -0.696 -2.001
H: -0.545 -2.333 0.482
H: -2.046 -1.596 1.260
H: -0.534 -0.866 1.689
C: 0.289 3.551 1.354
C: -1.087 4.131 1.591
O: -1.238 4.474 2.757
C: -2.034 4.065 0.429
H: 0.172 2.508 1.097
H: 0.925 3.147 2.211
H: 0.828 4.047 0.579
H: -2.515 2.915 0.491
H: -1.645 4.341 -0.568
H: -2.681 4.776 0.543
C: 4.690 0.938 4.182
C: 3.340 1.267 3.719
O: 2.902 2.416 3.692
C: 2.526 0.069 3.176
H: 4.971 0.240 3.488
H: 4.630 0.610 5.302
H: 5.199 1.979 4.053
H: 1.408 0.497 3.036
H: 2.235 -0.658 3.938
H: 2.875 -0.149 2.259
C: 3.462 3.384 -4.342
O: 2.357 2.515 -4.817
P: 2.143 1.061 -4.161
O: 3.294 0.633 -3.242
O: 0.847 1.488 -3.372
C: 0.889 1.958 -1.976
O: 1.550 -0.313 -4.849
C: 0.910 -1.301 -4.243
H: 3.572 3.468 -3.446
H: 3.292 4.359 -4.767
H: 4.308 2.945 -4.485
H: 1.466 2.844 -1.764
H: 1.023 1.087 -1.100
H: -0.231 2.372 -1.836
H: 0.047 -0.906 -3.762
H: 1.467 -1.544 -3.370
H: 0.609 -2.191 -4.884

Mulliken atomic charge list, values in e, 5 entries:
1. C -1.03
2. C 0.58
3. O -0.56
4. C -0.80
5. H 0.33

Molecular formula: C15H34BClN3O7P
Method: DFT, ωB97M-V/def2-TZVPD

* E_HOMO: -7.28 eV
* spin multiplicity: 1
* LUMO level: -0.67 eV
* net charge: 0

Geometry (Å):
C: -2.079 -4.386 2.899
C: -1.739 -2.930 2.573
O: -1.546 -2.187 3.508
N: -1.601 -2.523 1.235
C: -0.807 -1.340 1.121
C: -1.265 0.032 1.610
O: 0.267 -1.423 0.598
P: -3.137 -2.444 0.275
O: -4.027 -2.250 1.741
B: -5.324 -1.881 1.463
O: -5.681 -0.519 1.282
O: -6.330 -2.827 1.395
O: -3.358 -4.143 0.166
C: -3.283 -4.451 -1.199
C: -1.977 -3.731 -1.673
N: -1.654 -3.822 -3.069
Cl: -0.649 -4.777 -0.845
O: -2.117 -2.469 -1.172
H: -3.139 -4.381 3.198
H: -1.439 -4.750 3.712
H: -1.999 -5.048 2.026
H: -2.155 0.002 2.253
H: -0.480 0.591 2.139
H: -1.548 0.620 0.716
H: -3.148 -1.021 0.069
H: -4.387 -2.396 -0.487
H: -5.449 -0.071 2.112
H: -7.180 -2.391 1.231
H: -3.362 -5.527 -1.408
H: -4.116 -4.011 -1.795
H: -2.391 -4.303 -3.580
H: -1.515 -2.896 -3.465
C: 3.652 1.654 2.068
C: 2.455 1.207 1.234
C: 2.821 0.763 -0.181
C: 3.440 1.786 -1.123
N: 2.579 2.993 -1.452
C: 2.653 4.075 -0.390
C: 3.912 4.844 -0.718
C: 3.859 4.954 -2.233
C: 3.146 3.686 -2.705
C: 1.159 2.587 -1.716
H: 4.262 2.408 1.562
H: 3.315 2.083 3.013
H: 4.298 0.805 2.299
H: 1.693 1.991 1.209
H: 1.977 0.363 1.734
H: 1.937 0.325 -0.652
H: 3.533 -0.063 -0.099
H: 3.622 1.282 -2.073
H: 4.401 2.151 -0.760
H: 1.767 4.702 -0.502
H: 2.663 3.639 0.602
H: 4.801 4.297 -0.398
H: 3.937 5.818 -0.230
H: 4.848 5.056 -2.678
H: 3.283 5.832 -2.530
H: 3.809 2.996 -3.219
H: 2.313 3.930 -3.361
H: 0.718 2.206 -0.798
H: 1.158 1.822 -2.491
H: 0.605 3.463 -2.046

Mulliken atomic charge list, values in e, 5 entries:
1. C -1.18
2. C 0.86
3. O -0.65
4. N 0.48
5. C 0.11

Copy entry 1 word for word.
Molecular formula: C15H33N5O9
Method: DFT, ωB97M-V/def2-TZVPD

* SMILES: COC(=O)OCON=O.CNC(C)=O.CNC(C)=O.CNC(C)=O.CNC(C)=O
* E_HOMO: -8.62 eV
* spin multiplicity: 1
* LUMO level: 0.09 eV
* net charge: 0

Geometry (Å):
C: 3.276 0.518 -2.931
O: 2.717 1.379 -3.966
C: 1.341 1.073 -4.204
O: 0.679 2.000 -4.747
O: 0.776 -0.188 -3.907
C: -0.657 -0.123 -3.809
O: -1.096 0.510 -2.570
N: -2.053 1.447 -2.928
O: -1.750 2.465 -2.377
H: 2.535 0.178 -2.138
H: 4.081 1.143 -2.388
H: 3.852 -0.366 -3.395
H: -1.029 -1.224 -3.751
H: -1.172 0.316 -4.735
C: 0.458 2.293 -0.095
C: 1.385 1.395 0.680
O: 2.535 1.169 0.310
N: 0.913 0.829 1.819
C: -0.400 0.973 2.412
H: 0.972 2.672 -0.979
H: -0.419 1.733 -0.420
H: 0.159 3.144 0.521
H: 1.588 0.240 2.287
H: -0.277 1.383 3.415
H: -0.852 -0.019 2.482
H: -1.046 1.626 1.832
C: 1.964 -3.798 4.441
C: 2.145 -2.307 4.336
O: 1.196 -1.543 4.219
N: 3.414 -1.817 4.376
C: 4.654 -2.552 4.508
H: 0.902 -4.038 4.395
H: 2.468 -4.296 3.610
H: 2.359 -4.158 5.393
H: 3.459 -0.810 4.300
H: 5.167 -2.202 5.407
H: 5.274 -2.339 3.635
H: 4.490 -3.625 4.581
C: -0.549 5.390 3.155
C: -1.863 4.656 3.098
O: -1.961 3.474 3.398
N: -2.962 5.351 2.696
C: -3.048 6.741 2.304
H: 0.232 4.708 3.492
H: -0.282 5.760 2.163
H: -0.614 6.219 3.864
H: -3.806 4.795 2.682
H: -3.754 7.243 2.968
H: -3.425 6.787 1.280
H: -2.084 7.244 2.356
C: -1.499 -5.402 -3.284
C: -1.692 -4.373 -4.365
O: -0.926 -3.428 -4.509
N: -2.760 -4.517 -5.196
C: -3.768 -5.556 -5.186
H: -0.610 -5.155 -2.703
H: -2.361 -5.407 -2.612
H: -1.359 -6.390 -3.727
H: -2.825 -3.791 -5.896
H: -3.749 -6.062 -6.153
H: -4.744 -5.086 -5.047
H: -3.601 -6.283 -4.395

Mulliken atomic charge list, values in e, 5 entries:
1. C -0.50
2. O -0.30
3. C 0.73
4. O -0.56
5. O -0.24

What is the net charge in the fourth record?
0